1.
A molecular structure, C6H12BiN2PS in a non-equilibrium geometry. Source: OMol25; level of theory: ωB97M-V/def2-TZVPD.

Properties
Calculated total energy = -35354.896 eV
Total charge = 0
HOMO level (alpha / beta) = -5.241 / -5.970 eV
Spin multiplicity = 1
LUMO level (alpha / beta) = -0.023 / 0.105 eV

Each line ends with the natural charge from an NBO analysis.
Atoms and positions in Å:
C1 -0.356 -0.770 -2.848  -0.60
C2 -0.555 0.172 -3.799  -0.26
C3 -0.287 1.551 -3.709  -0.34
C4 0.284 2.296 -2.677  -0.26
C5 0.647 1.832 -1.451  -0.60
Bi1 -0.775 0.236 -0.860  0.95
P1 0.241 -2.394 0.188  0.05
H1 -0.529 -1.850 -2.997  0.19
H2 -1.006 -0.079 -4.753  0.20
H3 -0.597 2.133 -4.573  0.19
H4 1.213 2.487 -0.774  0.20
H5 0.373 3.338 -2.948  0.20
H6 1.501 -2.753 0.798  0.02
H7 0.218 -3.475 -0.761  -0.01
H8 -0.616 -3.043 1.150  -0.01
N1 -0.020 1.177 4.061  -0.79
C6 -0.009 0.054 3.333  0.31
N2 -0.018 -1.157 3.942  -0.80
S1 0.301 0.219 1.678  -0.30
H9 -0.007 1.229 5.108  0.40
H10 0.001 2.061 3.555  0.43
H11 0.001 -2.008 3.369  0.43
H12 -0.004 -1.256 4.970  0.40

---

2.
2 unconnected molecules or ions with the total composition C7H13NO2S in a non-equilibrium geometry. Source: OMol25; level of theory: ωB97M-V/def2-TZVPD.

Properties
Calculated total energy = -23885.672 eV
Total charge = 0
HOMO level (alpha / beta) = -5.618 / -9.448 eV
Spin multiplicity = 3
LUMO level (alpha / beta) = 0.649 / -2.454 eV

Each line ends with the natural charge from an NBO analysis.
Atoms and positions in Å:
C1 2.544 -0.200 0.230  0.64
C2 -2.443 0.219 -0.763  -0.41
C3 -2.416 1.513 0.104  -0.43
C4 -0.956 -0.067 -1.174  -0.48
C5 -1.377 1.347 1.236  -0.07
C6 0.099 0.030 -0.090  0.41
C7 3.786 -0.883 -0.360  -0.72
N1 1.375 -0.338 -0.420  -0.61
O1 2.650 0.558 1.189  -0.60
O2 -0.080 0.953 0.806  -0.48
S1 -0.336 -2.430 0.846  -0.12
H1 -2.796 -0.557 -0.052  0.21
H2 -3.102 0.400 -1.608  0.22
H3 -2.420 2.452 -0.584  0.22
H4 -3.527 1.670 0.618  0.21
H5 -0.901 -1.133 -1.561  0.20
H6 -0.662 0.526 -2.020  0.21
H7 -1.287 2.187 1.879  0.21
H8 -1.684 0.336 1.788  0.17
H9 4.156 -1.436 0.533  0.24
H10 3.827 -1.559 -1.147  0.22
H11 4.457 -0.006 -0.548  0.24
H12 1.233 -1.157 -1.034  0.40
H13 -0.139 -2.423 2.132  0.10

---

3.
2 unconnected molecules or ions with the total composition CH4N2OS in a non-equilibrium geometry. Source: OMol25; level of theory: ωB97M-V/def2-TZVPD.

Properties
Calculated total energy = -16957.117 eV
Total charge = 0
HOMO level = -8.256 eV
Spin multiplicity = 1
LUMO level = -1.307 eV

Each line ends with the natural charge from an NBO analysis.
Atoms and positions in Å:
C1 -0.765 -0.059 -0.131  0.18
H1 -0.123 1.244 -1.820  0.28
H2 -2.199 0.171 -1.316  0.37
H3 -1.582 -0.188 0.622  0.17
H4 2.286 0.596 1.490  0.15
N1 -1.276 -0.325 -1.281  -0.26
N2 0.557 0.197 0.042  -0.61
O1 -0.258 -0.401 -2.144  -0.41
S1 0.832 0.164 1.727  0.15

---

4.
C3H3NO3 in the gas phase. Source: OMol25; level of theory: ωB97M-V/def2-TZVPD.

Properties
Calculated total energy = -10790.945 eV
Total charge = 0
HOMO level = -10.443 eV
SMILES = O=CNC(=O)C=O
Spin multiplicity = 1
LUMO level = -0.552 eV

Each line ends with the natural charge from an NBO analysis.
Atoms and positions in Å:
N1 0.325 0.738 -0.266  -0.70
C1 -0.312 -0.390 0.169  0.55
O1 0.361 -1.321 0.562  -0.54
C2 1.752 0.520 -0.135  0.57
O2 2.441 0.967 0.728  -0.48
C3 -1.830 -0.579 0.102  0.34
O3 -2.292 -1.635 0.436  -0.42
H1 -0.085 1.644 -0.411  0.42
H2 2.110 -0.173 -0.900  0.13
H3 -2.469 0.228 -0.286  0.12

---

5.
2 unconnected molecules or ions with the total composition C5H9NO6 in a non-equilibrium geometry. Source: OMol25; level of theory: ωB97M-V/def2-TZVPD.

Properties
Calculated total energy = -19094.947 eV
Total charge = 0
HOMO level (alpha / beta) = -9.826 / -9.839 eV
Spin multiplicity = 1
LUMO level (alpha / beta) = -1.328 / -4.571 eV

Each line ends with the natural charge from an NBO analysis.
Atoms and positions in Å:
N1 3.052 -1.439 3.305  0.67
O1 2.861 -2.667 3.509  -0.24
O2 2.231 -0.593 3.754  -0.20
O3 4.054 -1.053 2.648  -0.24
C1 1.402 0.672 -1.925  -0.61
C2 0.037 1.253 -1.676  -0.42
C3 -0.715 0.240 -0.860  -0.03
C4 -1.943 0.610 -0.088  0.59
O4 -2.159 1.728 0.348  -0.53
C5 -2.889 -0.577 0.060  -0.72
O5 0.131 0.075 0.271  -0.14
O6 -0.604 -0.167 1.383  -0.13
H1 2.017 1.355 -2.510  0.22
H2 1.888 0.471 -0.968  0.23
H3 1.288 -0.268 -2.472  0.20
H4 0.059 2.204 -1.129  0.23
H5 -0.514 1.424 -2.608  0.21
H6 -0.801 -0.710 -1.379  0.19
H7 -2.587 -1.446 -0.533  0.21
H8 -2.914 -0.832 1.122  0.25
H9 -3.892 -0.282 -0.250  0.24

---

6.
C5H8NP in the gas phase in a non-equilibrium geometry. Source: OMol25; level of theory: ωB97M-V/def2-TZVPD.

Properties
Calculated total energy = -16091.811 eV
Total charge = 0
HOMO level = -8.344 eV
SMILES = NPC1C=CC=C1
Spin multiplicity = 1
LUMO level = 0.984 eV

Each line ends with the natural charge from an NBO analysis.
Atoms and positions in Å:
C1 1.221 0.619 -0.236  -0.26
C2 0.526 -0.005 -1.223  -0.22
C3 1.346 -0.319 0.964  -0.25
C4 -0.083 -1.205 -0.606  -0.52
C5 0.559 -1.375 0.687  -0.22
N1 -1.511 1.074 0.532  -1.17
P1 -1.836 -0.463 0.020  0.79
H1 1.786 1.527 -0.284  0.21
H2 0.444 0.236 -2.211  0.22
H3 1.815 -0.249 1.890  0.21
H4 -0.288 -2.109 -1.143  0.25
H5 0.542 -2.288 1.403  0.23
H6 -1.642 1.213 1.511  0.39
H7 -0.870 1.753 0.109  0.40
H8 -2.428 -0.049 -1.321  -0.07

---

7.
A molecular structure, C48H109N5O9 in a non-equilibrium geometry. Source: OMol25; level of theory: ωB97M-V/def2-TZVPD.

Properties
Calculated total energy = -77371.156 eV
Total charge = 0
HOMO level = -6.636 eV
Spin multiplicity = 1
LUMO level = -0.137 eV

Each line ends with the Mulliken charge.
Atoms and positions in Å:
C1 -0.818 3.636 -0.633  -0.29
O1 -0.989 3.103 -1.957  -0.78
H1 -0.875 2.819 0.086  0.15
H2 0.032 4.315 -0.704  -0.29
H3 -1.625 4.349 -0.463  1.02
H4 -0.342 3.465 -2.567  0.48
C2 5.226 1.101 -3.440  -0.71
O2 4.738 0.051 -4.223  -0.70
H5 6.278 0.986 -3.178  0.40
H6 5.219 2.049 -3.978  0.41
H7 4.705 1.272 -2.498  0.76
H8 3.883 0.281 -4.594  0.75
C3 1.670 3.595 -2.894  0.01
O3 0.386 4.231 -3.161  -0.42
H9 2.580 4.189 -2.979  0.53
H10 1.857 3.290 -1.865  0.02
H11 1.903 2.664 -3.412  -0.27
H12 0.362 4.760 -3.962  0.36
O4 3.219 1.251 -4.763  -0.37
H13 3.002 0.840 -5.600  0.33
H14 2.507 1.871 -4.609  0.37
C4 -1.117 -3.189 -1.404  -1.70
C5 -2.495 -3.773 -0.982  1.17
C6 -3.396 -2.621 -0.399  -1.39
C7 -4.855 -3.157 -0.239  -1.45
C8 -5.409 -3.424 -1.618  -1.07
C9 -4.663 -4.555 -2.371  1.45
N1 -3.190 -4.311 -2.241  0.22
O5 -2.486 -5.200 -2.930  -0.48
C10 -5.035 -5.943 -1.987  -1.90
C11 -5.114 -4.329 -3.888  -1.87
C12 -2.284 -4.827 0.059  -1.75
H15 -0.598 -3.937 -2.002  0.40
H16 -0.516 -3.017 -0.511  0.59
H17 -1.040 -2.226 -1.910  0.16
H18 -2.949 -2.351 0.558  0.51
H19 -3.460 -1.794 -1.106  1.28
H20 -5.514 -2.591 0.420  0.67
H21 -4.898 -4.162 0.180  0.55
H22 -5.358 -2.490 -2.177  0.41
H23 -6.484 -3.595 -1.573  0.69
H24 -4.832 -6.171 -0.941  0.34
H25 -6.121 -5.958 -2.083  0.44
H26 -4.685 -6.701 -2.688  0.49
H27 -6.187 -4.247 -4.062  0.37
H28 -4.747 -3.479 -4.463  0.38
H29 -4.789 -5.179 -4.488  0.43
H30 -2.258 -4.345 1.036  0.25
H31 -1.541 -5.544 -0.293  0.59
H32 -3.148 -5.491 0.074  0.42
H33 -2.555 -5.912 -2.289  0.42
C13 7.519 -2.257 2.583  -1.37
C14 6.930 -3.381 1.725  1.55
C15 5.510 -3.864 2.283  -1.49
C16 4.289 -2.943 1.977  -0.82
C17 4.299 -2.691 0.415  0.03
C18 5.747 -2.123 -0.126  0.51
N2 6.804 -3.054 0.293  0.18
O6 8.083 -2.819 -0.360  -0.42
C19 5.638 -2.188 -1.615  -1.49
C20 5.992 -0.681 0.380  -0.87
C21 7.868 -4.675 1.788  -1.90
H34 7.989 -2.765 3.425  0.46
H35 6.723 -1.696 3.072  0.34
H36 8.189 -1.548 2.096  0.17
H37 5.277 -4.896 2.020  0.45
H38 5.583 -3.868 3.370  0.55
H39 4.348 -2.108 2.675  0.25
H40 3.320 -3.323 2.302  0.55
H41 3.406 -2.111 0.182  0.31
H42 4.214 -3.670 -0.056  0.50
H43 6.543 -2.118 -2.219  0.24
H44 5.343 -3.198 -1.901  0.37
H45 4.818 -1.549 -1.943  0.82
H46 5.295 -0.607 1.215  0.11
H47 7.036 -0.538 0.656  0.46
H48 5.677 0.021 -0.392  0.26
H49 7.552 -5.344 0.987  0.47
H50 7.804 -5.029 2.817  0.45
H51 8.903 -4.389 1.605  0.37
H52 8.327 -2.039 0.143  0.43
C22 2.585 -0.871 -3.191  -1.71
C23 2.490 -0.495 -1.676  2.86
C24 2.840 0.959 -1.609  1.37
C25 2.404 1.769 -0.437  -2.97
C26 0.860 1.767 -0.477  -0.48
C27 0.341 0.263 -0.295  1.08
N3 1.114 -0.701 -1.268  0.45
O7 0.556 -1.968 -1.374  -0.18
C28 0.449 -0.192 1.167  -1.39
C29 -1.199 0.312 -0.668  -0.25
C30 3.521 -1.309 -0.794  -2.13
H53 3.397 -0.328 -3.675  -0.58
H54 1.677 -0.518 -3.680  0.55
H55 2.781 -1.929 -3.369  0.23
H56 3.919 1.114 -1.579  -2.06
H57 2.576 1.468 -2.536  -0.73
H58 2.752 2.800 -0.501  0.49
H59 2.767 1.340 0.497  0.87
H60 0.457 2.212 -1.386  0.87
H61 0.588 2.213 0.480  -1.19
H62 -0.165 0.374 1.867  -1.62
H63 0.444 -1.262 1.375  0.62
H64 1.480 0.027 1.446  -0.05
H65 -1.758 -0.592 -0.426  0.54
H66 -1.629 1.052 0.007  1.24
H67 -1.355 0.642 -1.695  0.29
H68 4.568 -1.009 -0.764  -0.43
H69 3.471 -2.345 -1.128  0.74
H70 3.191 -1.430 0.238  0.32
H71 0.140 -1.993 -2.239  0.30
C31 -3.140 3.276 -0.143  0.56
C32 -4.551 2.722 -0.048  1.23
C33 -5.049 2.172 -1.440  -1.60
C34 -4.645 0.690 -1.812  -0.39
C35 -4.870 -0.159 -0.519  -0.14
C36 -4.260 0.379 0.799  1.88
N4 -4.691 1.739 1.002  0.00
O8 -4.335 2.250 2.293  -0.34
C37 -4.843 -0.551 1.980  -2.36
C38 -2.775 0.153 0.689  -0.79
C39 -5.525 3.877 0.235  -2.08
H72 -2.327 2.655 -0.520  -0.98
H73 -2.670 3.504 0.814  -1.52
H74 -3.099 4.251 -0.629  0.55
H75 -6.139 2.140 -1.434  0.46
H76 -4.699 2.710 -2.321  0.45
H77 -3.638 0.539 -2.200  0.13
H78 -5.332 0.388 -2.603  0.68
H79 -4.555 -1.195 -0.643  -1.77
H80 -5.956 -0.259 -0.508  0.81
H81 -5.910 -0.344 2.054  0.43
H82 -4.647 -1.614 1.838  0.47
H83 -4.335 -0.382 2.930  0.39
H84 -2.559 -0.781 1.207  0.45
H85 -2.459 -0.059 -0.332  -0.01
H86 -2.232 0.922 1.238  -0.53
H87 -5.299 4.232 1.240  0.38
H88 -6.564 3.619 0.444  0.49
H89 -5.440 4.718 -0.453  0.36
H90 -5.203 2.346 2.690  0.50
C40 -0.894 0.908 3.540  -2.36
C41 -0.834 2.361 2.894  0.65
C42 -2.190 2.577 2.295  0.41
C43 -2.544 4.094 2.166  0.85
C44 -2.417 4.714 3.472  -1.50
C45 -0.990 4.748 3.984  1.56
N5 -0.497 3.322 3.959  0.96
O9 0.716 3.144 4.586  -0.53
C46 0.024 5.666 3.227  -1.59
C47 -1.089 5.093 5.492  -2.08
C48 0.331 2.347 1.861  0.13
H91 -0.979 0.148 2.763  1.13
H92 -1.691 0.724 4.261  0.22
H93 0.031 0.610 4.033  0.62
H94 -2.163 2.217 1.267  -1.73
H95 -2.961 1.914 2.689  1.38
H96 -3.579 4.221 1.847  -0.58
H97 -1.858 4.503 1.425  0.36
H98 -3.130 4.542 4.279  0.29
H99 -2.718 5.746 3.293  0.52
H100 0.101 5.286 2.208  0.24
H101 -0.308 6.702 3.298  0.40
H102 1.031 5.624 3.641  0.38
H103 -1.713 4.328 5.953  0.48
H104 -0.124 5.017 5.993  0.41
H105 -1.513 6.078 5.684  0.38
H106 0.442 3.281 1.311  1.31
H107 0.125 1.727 0.989  -1.93
H108 1.274 2.026 2.302  0.61
H109 0.380 2.883 5.446  0.38

---

8.
17 unconnected molecules or ions with the total composition C21H76N12O17 in a non-equilibrium geometry. Source: OMol25; level of theory: ωB97M-V/def2-TZVPD.

Properties
Calculated total energy = -75690.554 eV
Total charge = 0
HOMO level = -7.908 eV
Spin multiplicity = 1
LUMO level = -0.527 eV

Each line ends with the Mulliken charge.
Atoms and positions in Å:
C1 -0.523 1.371 -5.354  -1.28
C2 -1.761 1.982 -6.025  -0.48
O1 -1.725 3.203 -6.696  -0.55
H1 -0.835 0.733 -4.509  0.21
H2 0.058 2.182 -5.027  0.38
H3 0.134 0.919 -6.052  0.63
H4 -2.681 1.843 -5.414  0.28
H5 -1.761 1.321 -6.926  0.40
H6 -2.435 3.274 -7.337  0.34
C3 1.497 0.981 3.705  0.51
C4 0.761 2.185 4.211  -0.34
O2 -0.155 1.885 5.254  -0.83
H7 0.795 0.182 3.403  -0.83
H8 2.237 0.738 4.423  0.81
H9 1.967 1.263 2.771  -0.49
H10 0.166 2.689 3.413  -0.09
H11 1.464 2.904 4.468  0.64
H12 -0.933 2.371 5.007  0.44
C5 4.640 0.227 2.435  -1.17
C6 4.408 0.078 0.973  -0.04
O3 3.013 0.261 0.737  0.76
H13 5.745 0.269 2.674  0.43
H14 4.358 -0.686 2.964  0.15
H15 4.155 1.124 2.794  0.31
H16 4.616 -0.943 0.636  0.03
H17 5.039 0.798 0.453  0.36
H18 2.556 -0.456 0.358  -0.71
C7 -2.693 3.324 -1.199  -0.25
C8 -2.269 3.677 -2.672  -0.70
O4 -1.132 2.838 -2.910  -0.35
H19 -1.982 3.486 -0.495  -0.35
H20 -3.124 2.381 -1.040  0.24
H21 -3.489 4.071 -0.860  0.43
H22 -1.991 4.684 -2.753  0.45
H23 -3.045 3.545 -3.360  0.46
H24 -0.971 2.731 -3.875  -0.15
C9 0.018 0.510 -0.424  0.31
O5 -0.555 1.342 0.492  0.06
N1 0.177 -0.717 -0.077  1.03
N2 0.329 0.832 -1.595  1.22
H25 0.014 -0.994 0.943  -0.99
H26 0.730 -1.331 -0.655  -0.48
H27 -0.307 1.513 -1.903  -0.42
H28 0.618 0.231 -2.331  -0.89
C10 -0.097 -5.396 1.265  0.38
O6 0.383 -6.307 2.228  -0.75
N3 0.092 -4.105 1.091  0.73
N4 -0.882 -5.883 0.315  -0.29
H29 0.614 -3.653 1.869  -0.54
H30 -0.456 -3.526 0.393  -0.14
H31 -1.329 -6.782 0.501  0.23
H32 -1.102 -5.306 -0.571  0.37
C11 2.979 -3.456 -0.763  0.13
O7 2.527 -2.172 -0.678  -0.23
N5 2.421 -4.470 -0.186  -0.19
N6 4.085 -3.776 -1.352  -0.46
H33 1.461 -4.335 0.254  0.13
H34 2.930 -5.419 -0.112  0.26
H35 4.688 -2.955 -1.641  0.34
H36 4.187 -4.706 -1.763  0.19
C12 -1.043 -3.255 -1.724  -0.52
O8 -0.074 -2.605 -2.435  -0.65
N7 -1.498 -4.353 -1.986  -0.11
N8 -1.460 -2.747 -0.627  0.62
H37 -1.075 -4.832 -2.790  0.30
H38 -2.354 -4.729 -1.621  0.37
H39 -1.057 -1.791 -0.330  -0.12
H40 -2.176 -3.342 -0.143  0.31
C13 3.195 2.951 -2.010  0.08
O9 3.952 3.943 -2.715  -0.85
N9 3.642 2.375 -0.970  0.15
N10 2.105 2.481 -2.542  0.26
H41 4.444 2.901 -0.586  0.27
H42 3.033 1.800 -0.319  -0.14
H43 1.852 3.009 -3.290  0.12
H44 1.455 1.853 -2.056  0.53
C14 -2.828 0.485 3.950  -0.22
O10 -1.998 1.064 3.043  -0.09
N11 -2.374 0.225 5.136  -0.34
N12 -3.972 0.031 3.820  -0.26
H45 -1.495 0.722 5.298  0.41
H46 -2.591 -0.624 5.629  0.22
H47 -4.321 0.187 2.827  0.36
H48 -4.613 -0.469 4.458  0.20
C15 2.369 -2.359 2.648  0.27
O11 1.693 -3.437 3.209  -0.67
H49 1.925 -2.113 1.796  -0.50
H50 3.422 -2.517 2.583  0.51
H51 2.373 -1.496 3.340  0.07
H52 1.909 -3.493 4.176  0.38
C16 -2.324 4.152 2.492  -0.35
O12 -1.594 4.744 3.571  -0.58
H53 -2.606 4.974 1.798  0.31
H54 -3.249 3.772 2.840  0.35
H55 -1.650 3.419 2.067  0.03
H56 -0.884 5.245 3.196  0.33
C17 0.577 4.561 -0.275  -0.13
O13 0.502 3.874 0.939  -0.54
H57 1.604 4.770 -0.485  0.28
H58 -0.052 5.423 -0.410  0.34
H59 0.255 3.775 -0.967  -0.29
H60 0.225 2.962 0.742  -0.01
C18 2.760 -0.562 -3.102  -0.37
O14 1.517 -0.703 -3.649  -0.50
H61 3.192 -1.558 -3.216  0.37
H62 2.668 -0.220 -2.019  0.18
H63 3.364 0.212 -3.586  0.33
H64 1.160 -1.606 -3.431  0.36
C19 -1.398 -2.438 3.353  -1.14
O15 -0.669 -1.430 2.687  0.04
H65 -1.295 -3.458 2.898  0.19
H66 -2.412 -2.251 3.574  0.42
H67 -1.012 -2.586 4.319  0.53
H68 -0.873 -0.613 3.066  -0.54
C20 -2.452 -0.516 -3.120  -0.37
O16 -3.449 -1.448 -2.764  -0.68
H69 -2.804 -0.207 -4.085  0.38
H70 -1.457 -0.927 -3.200  0.14
H71 -2.486 0.299 -2.437  0.25
H72 -3.133 -1.896 -2.007  0.35
C21 -3.816 -0.629 0.143  0.17
O17 -3.908 0.518 0.971  -0.71
H73 -4.624 -0.579 -0.562  0.54
H74 -3.950 -1.668 0.566  0.24
H75 -2.783 -0.675 -0.342  -0.68
H76 -3.023 0.818 1.167  0.12

---

We obtain ΔE to the lowest compared entry with this formula, charge and spin values of 0.00 0.00 186.14 40.48 235.01 24.68 998.51 0.00 kcal/mol for the records listed above, in that order.
We obtain molecular weight values of 384.2 175.3 92.1 101.1 179.1 113.1 900.4 768.9 g mol⁻¹ for the records listed above, in that order.